No. 1
19
Properties=species:S:1:pos:R:3:forces:R:3 method="wB97M-V/def2-TZVPD" e_above_lowest_kj_mol=55.8 total_energy_ha=-667.27363 gap_ev=9.3 largest_force_ha_per_bohr=0.038 smiles=C[C@H](CS)NCN
C -0.1049 0.6660 -1.4233 -0.4039 -1.2127 0.1147
C 0.0202 -0.5569 -0.4961 0.3046 0.2888 0.3048
C -1.2793 -1.3555 -0.4643 0.3839 -0.5403 -1.0026
S -1.6539 -2.1585 -2.0755 -0.0347 -0.0105 0.2128
N 0.3474 -0.2344 0.9080 -0.5768 -0.9394 -1.6124
C 1.4525 0.6709 1.1558 -0.1794 -0.1777 0.5133
N 1.3050 1.5096 2.3219 0.1237 0.0292 0.0526
H -0.4930 0.3113 -2.3778 0.0966 0.0612 -0.1308
H -0.8714 1.3009 -0.9894 0.2500 0.6699 0.0039
H 0.8660 1.1079 -1.6153 -0.1472 0.4854 0.1400
H 0.7972 -1.2031 -0.9082 0.1095 -0.1627 -0.0073
H -1.2075 -2.1906 0.2281 0.0149 0.1136 0.2264
H -2.1317 -0.7414 -0.2279 -0.2818 0.2821 0.3490
H -2.4387 -1.1972 -2.5743 0.0217 0.0290 -0.0200
H -0.5247 -0.2612 1.4037 0.3190 0.8757 0.9096
H 2.3401 0.0364 1.2330 0.2529 0.3684 0.2254
H 1.6104 1.3452 0.3194 -0.1074 -0.0391 -0.3449
H 0.3524 1.8423 2.3864 0.0948 0.0707 0.2043
H 1.6139 1.1085 3.1960 -0.2406 -0.1915 -0.1387

=====

No. 2
68
Properties=species:S:1:pos:R:3:forces:R:3 method="wB97M-V/def2-TZVPD" e_above_lowest_kj_mol=0.0 total_energy_ha=-8037.63792 gap_ev="8.2 / 8.2" largest_force_ha_per_bohr=0.016 charge=+2 spin_multiplicity=3
V 0.2328 0.1872 0.4910 -0.2204 -0.2477 -0.3755
Se 1.8379 2.8041 -1.6043 -0.0080 -0.2169 -0.0867
Se 1.5968 0.5069 -1.9849 -0.0193 0.0965 0.0119
C 2.8692 -0.0360 -0.6434 0.0120 0.0321 -0.0765
C 4.1660 -0.4064 -0.9271 0.0423 0.0553 0.0779
C 5.0053 -0.6687 0.1496 0.0188 -0.0029 -0.0046
C 4.5172 -0.5392 1.4397 -0.0593 0.0179 0.0249
C 3.1900 -0.1895 1.6253 0.0068 0.0233 0.0502
N 2.3747 0.0390 0.5934 0.0573 0.0769 -0.0757
C 0.2285 3.1699 -0.6281 0.0185 -0.0269 0.0002
C -0.2426 4.4692 -0.7515 -0.0291 0.0519 0.0043
C -1.3655 4.8419 -0.0376 -0.0435 -0.0060 0.0237
C -2.0051 3.8925 0.7453 0.0348 -0.0819 -0.0136
C -1.4803 2.6203 0.7884 -0.0084 -0.1027 0.1027
N -0.3649 2.2512 0.1361 0.1553 0.1514 -0.0973
H 4.5176 -0.4616 -1.9475 -0.0202 0.0103 -0.0060
H 6.0359 -0.9492 -0.0212 0.0089 -0.0057 -0.0029
H 5.1485 -0.7080 2.2999 0.0263 -0.0011 -0.0001
H 2.7566 -0.0745 2.6100 0.0266 -0.0218 -0.0029
H 0.2523 5.1736 -1.4065 0.0322 -0.0340 -0.0023
H -1.7476 5.8509 -0.1083 -0.0009 0.0159 -0.0067
H -2.8974 4.1204 1.3084 -0.0162 0.0382 -0.0030
H -1.9574 1.8465 1.3763 -0.0196 0.0422 -0.0138
O -1.5590 -0.1231 -0.4298 0.1155 0.0186 0.0468
S -2.7947 -1.0371 -0.4530 -0.0339 0.2534 0.1945
C -2.5113 -2.2760 0.8624 0.1472 -0.0225 0.0900
C -2.3634 -3.7536 0.4953 -0.0341 0.0461 -0.0148
C -1.2886 -4.4670 1.3243 -0.0074 -0.0507 0.0139
C 0.1038 -4.4458 0.6996 0.0651 -0.2146 -0.0757
S 1.0772 -2.9707 0.9753 -0.1898 0.4226 -0.0235
O 0.4181 -1.8969 0.0854 0.1193 0.0737 0.1140
C 2.5423 -3.4605 0.1224 0.1386 -0.0563 -0.0678
C 3.6272 -3.8602 0.8888 0.0559 0.0062 -0.0782
C 4.7863 -4.2742 0.2448 -0.0146 0.0003 0.0173
C 4.8462 -4.2705 -1.1406 -0.0086 -0.0076 0.0028
C 3.7501 -3.8653 -1.8961 0.0069 -0.0085 -0.0154
C 2.5850 -3.4603 -1.2681 0.0391 -0.0083 0.0625
C -2.7158 -1.9433 -1.9613 -0.1221 -0.0531 -0.0113
C -3.9354 -2.4138 -2.4344 0.0690 -0.0560 -0.0489
C -3.9569 -3.1548 -3.6067 0.0314 0.0168 0.0050
C -2.7761 -3.3859 -4.2985 -0.0946 0.0019 -0.0067
C -1.5717 -2.8818 -3.8259 0.0971 0.0587 0.0411
C -1.5288 -2.1555 -2.6444 -0.0810 -0.1309 -0.0830
H -3.3307 -2.1186 1.5640 -0.0371 -0.0068 -0.0480
H -1.6098 -1.8859 1.3340 -0.0493 -0.0147 -0.0123
H -2.1219 -3.8727 -0.5605 0.0018 0.0179 -0.0463
H -3.3208 -4.2515 0.6433 0.0018 -0.0029 0.0037
H -1.5543 -5.5219 1.4092 -0.0290 0.0160 -0.0235
H -1.2570 -4.0892 2.3497 -0.0028 0.0210 0.0034
H 0.0760 -4.6012 -0.3828 -0.0195 0.0073 0.0155
H 0.7391 -5.2267 1.1283 -0.0445 -0.0146 0.0233
H 3.5733 -3.8495 1.9702 -0.0127 0.0085 0.0341
H 5.6399 -4.5970 0.8248 0.0034 -0.0063 0.0113
H 5.7510 -4.5920 -1.6377 0.0131 -0.0111 -0.0200
H 3.8054 -3.8763 -2.9760 -0.0040 -0.0007 -0.0224
H 1.7238 -3.1442 -1.8432 -0.0352 0.0180 -0.0009
H -4.8572 -2.2030 -1.9067 -0.0021 0.0271 0.0397
H -4.8957 -3.5309 -3.9880 -0.0084 -0.0052 -0.0083
H -2.8000 -3.9468 -5.2225 0.0187 -0.0153 -0.0104
H -0.6639 -3.0511 -4.3890 0.0251 0.0002 0.0009
H -0.6041 -1.7591 -2.2551 0.0865 0.0461 0.0463
C -0.2994 -0.0675 4.7596 -0.0769 -0.0458 -0.0295
O -0.6082 -0.6880 3.4739 -0.1418 -0.0902 -0.0931
C -0.1777 -0.0796 2.4099 0.0169 0.0264 0.8216
O 0.4999 0.9607 2.4425 -0.0431 -0.1663 -0.4151
H -0.6553 -0.7690 5.5054 0.0126 0.0249 -0.0041
H -0.8276 0.8799 4.8318 0.0416 0.0023 0.0245
H 0.7729 0.0878 4.8431 -0.0090 0.0101 0.0189

=====

No. 3
65
Properties=species:S:1:pos:R:3:forces:R:3 method="wB97M-V/def2-TZVPD" e_above_lowest_kj_mol=2.9 total_energy_ha=-4301.78378 gap_ev=7.2 largest_force_ha_per_bohr=0.011 charge=+3
Hf -0.4476 -0.3370 -0.3610 0.0592 -0.4823 -0.2342
C 1.6688 -0.1606 -3.2766 -0.0073 -0.0030 0.0986
C 1.4318 1.2374 -2.7325 -0.0993 0.0132 -0.0244
N 1.0393 1.2607 -1.2812 -0.1363 0.0527 0.0617
C 0.6207 2.6342 -0.8673 0.1519 -0.0218 0.0144
C -0.8816 2.7119 -0.8038 0.0059 0.0316 0.1086
N -1.3822 1.7243 0.2133 0.0648 0.0284 -0.1530
C -2.8889 1.7284 0.2948 0.0609 -0.0353 -0.0058
C -3.5783 0.9776 -0.8405 0.1214 -0.0205 -0.0038
C -3.7570 -0.5206 -0.6299 0.0274 -0.0310 0.0925
N -2.5028 -1.3637 -0.6770 0.1224 0.0326 -0.3977
C -2.3562 -2.1393 -1.9519 -0.1174 0.0345 0.0270
C -2.0353 -1.1788 -3.0590 0.0933 0.1614 -0.0565
N -0.7896 -0.4245 -2.6986 -0.0539 -0.5451 0.0069
C 0.4107 -1.0336 -3.4028 -0.0277 0.2427 -0.0661
H 2.4182 -0.6609 -2.6639 -0.0001 -0.0035 0.0228
H 2.1107 -0.0481 -4.2660 0.0298 -0.0044 -0.0094
H 0.6667 1.7808 -3.2940 -0.0099 -0.0144 -0.0126
H 2.3448 1.8222 -2.8314 0.0406 0.0528 -0.0401
H 1.8945 1.0563 -0.7645 0.0795 -0.0657 -0.0145
H 1.0044 3.3824 -1.5593 0.0673 0.0196 -0.0388
H 1.0584 2.8545 0.1080 0.0061 0.0047 0.0451
H -1.3247 2.4732 -1.7718 -0.0530 0.0050 -0.0044
H -1.1911 3.7235 -0.5414 -0.1404 0.0035 0.0445
H -1.0580 2.0806 1.1115 0.0422 -0.0006 0.0485
H -3.2094 2.7691 0.2997 -0.0268 0.0570 0.0034
H -3.1666 1.2994 1.2578 -0.0137 -0.0217 0.0348
H -3.1043 1.2024 -1.8014 -0.0197 0.0035 0.0096
H -4.5843 1.3896 -0.9271 -0.0433 0.0171 -0.0123
H -4.4565 -0.9197 -1.3635 -0.0204 -0.0109 -0.0435
H -4.2043 -0.6820 0.3510 -0.0220 -0.0150 0.0117
H -2.6234 -2.0558 0.0554 0.0739 -0.0175 0.1272
H -3.2650 -2.6927 -2.1873 -0.0590 -0.0691 0.1165
H -1.5495 -2.8671 -1.8174 0.0041 -0.0370 0.0143
H -2.8515 -0.4702 -3.1876 -0.0124 0.0365 -0.0444
H -1.9132 -1.7008 -4.0059 0.0486 -0.0275 -0.0368
H -0.8695 0.4912 -3.1322 -0.1119 0.1404 0.1689
H 0.1322 -1.1416 -4.4499 -0.0188 0.0234 -0.0500
H 0.5779 -2.0316 -3.0089 -0.0144 -0.0750 0.0727
Br -1.5825 -3.2408 5.9078 -0.0425 -0.0728 0.1486
C -1.3717 -2.4385 4.2623 0.0379 -0.1393 0.0344
C -1.3291 -1.0552 4.1458 -0.0137 0.2123 -0.0135
C -1.1506 -0.5071 2.8976 -0.1104 0.1730 -0.0518
N -1.0123 -1.2298 1.7686 0.1358 0.2690 -0.1798
C -1.0466 -2.5766 1.9064 -0.0154 -0.0304 0.0485
C -1.2308 -3.2108 3.1084 -0.0221 -0.0231 -0.0145
H -1.4319 -0.4148 5.0127 0.0122 -0.0365 -0.0475
H -1.1194 0.5727 2.7960 0.0120 -0.0253 0.0359
H -0.8847 -3.1785 1.0206 -0.0018 0.0497 -0.0506
H -1.2469 -4.2918 3.1551 0.0022 0.0368 -0.0016
O 6.1269 1.6624 3.2830 -0.1020 -0.1231 0.0070
C 4.9407 1.9683 2.7615 0.3042 0.0447 -0.1984
O 4.5436 3.0952 2.7196 -0.1288 0.0250 0.0986
C 4.1087 0.8738 2.1264 0.0948 -0.0601 0.0718
C 4.6159 -0.2921 1.5652 0.0100 -0.0441 -0.0040
C 3.7868 -1.1713 0.8694 0.0936 0.1305 -0.0340
C 2.4361 -0.8798 0.7539 -0.0084 -0.1514 0.0781
S 1.3988 -1.9127 -0.2685 -0.1610 0.1920 -0.0472
C 1.9246 0.2571 1.3842 0.0218 -0.2057 -0.2007
C 2.7486 1.1463 2.0386 -0.1202 0.0927 0.1394
H 6.2943 0.7126 3.3494 -0.0206 0.0674 0.0242
H 5.6753 -0.5200 1.6210 -0.0578 0.0177 -0.0085
H 4.1950 -2.0577 0.3983 0.0010 0.0530 0.0321
H 0.8470 0.4637 1.3811 -0.0233 0.1119 0.2792
H 2.3762 2.0542 2.4992 0.0111 -0.0236 -0.0264

=====

No. 4
16
Properties=species:S:1:pos:R:3:forces:R:3 method="wB97M-V/def2-TZVPD" e_above_lowest_kj_mol=124.3 total_energy_ha=-271.70526 gap_ev=11.4 largest_force_ha_per_bohr=0.007 smiles=CC[C@H]1O[C@@H]1C
C 2.1990 0.6486 -0.1138 0.1196 0.0626 -0.0460
C 1.3884 -0.4537 0.5714 -0.0193 -0.0317 0.0194
C 0.0138 0.0684 0.9564 0.0705 -0.0651 0.1007
O -0.5385 1.0771 0.1005 -0.0667 0.1744 -0.0389
C -1.1428 -0.2045 0.1063 -0.2462 -0.2469 0.0453
C -2.5296 -0.2968 0.6652 -0.0773 0.0143 0.0408
H 1.4925 1.3646 -0.5430 0.3293 -0.0828 -0.0898
H 2.8143 0.2428 -0.9218 0.0624 0.1325 0.2072
H 2.8317 1.1863 0.5994 -0.0171 -0.0911 -0.1630
H 1.8905 -0.8322 1.4665 -0.0182 0.0760 -0.0786
H 1.2761 -1.3195 -0.0935 -0.0356 0.2119 0.0510
H -0.1621 0.2938 2.0116 0.0206 -0.1708 -0.1910
H -0.9463 -0.7727 -0.8085 -0.0592 0.0407 0.1980
H -2.6149 0.3771 1.5230 -0.0599 -0.1035 -0.1119
H -2.7240 -1.3216 0.9997 -0.0726 0.1314 -0.0688
H -3.2782 -0.0163 -0.0826 0.0696 -0.0522 0.1255